The following is a DFT calculation (ωB97M-V/def2-TZVPD) of the ion C2H8N with charge +1.

The value obtained for the total energy is -135.44497 Eh. As for the frontier orbital gap: 13.765 eV. For the LUMO energy, the calculation gives -3.783 eV. Its SMILES is C[NH2+]C. The total charge is +1. The energy relative to the best compared isomer or geometry (same formula, charge and spin) is 146.6 kJ/mol.

Element x y z (Å)
C  -0.958  -0.065  -0.787
N  0.373  0.398  -0.286
C  0.707  -0.255  1.077
H  -1.798  0.410  -0.129
H  -1.390  0.217  -1.799
H  -0.954  -1.186  -1.118
H  0.544  1.377  -0.295
H  1.009  -0.049  -0.996
H  0.224  0.379  1.918
H  1.788  0.068  1.350
H  0.456  -1.295  1.064



The following is a DFT calculation (ωB97M-V/def2-TZVPD) of a cluster of 5 separate species, C14H22Cl16NO8PSSi in total.

The value obtained for the total energy is -9595.38916 Eh. As for the frontier orbital gap: 8.112 eV. For the LUMO energy, the calculation gives -0.401 eV. Its SMILES is CP(O)[Si@](CCCCS(=O)(=O)O)(COCOCCO)N=C=O.ClC(Cl)(Cl)Cl.ClC(Cl)(Cl)Cl.ClC(Cl)(Cl)Cl.ClC(Cl)(Cl)Cl.

Element x y z (Å)
C  -2.584  2.543  0.404
P  -1.639  3.116  -1.091
O  -2.620  2.694  -2.375
Si  0.126  1.741  -1.230
C  1.429  2.298  -0.004
C  0.907  2.465  1.444
C  1.029  1.125  2.204
C  1.414  1.381  3.666
S  2.051  -0.114  4.383
O  3.104  -0.610  3.546
O  0.982  -1.025  4.639
O  2.670  0.318  5.791
C  0.906  1.782  -2.977
O  1.298  0.515  -3.477
C  2.267  -0.137  -2.696
O  3.136  -0.780  -3.581
C  3.653  -2.011  -3.099
C  4.203  -2.006  -1.684
O  5.095  -0.919  -1.477
N  -0.421  0.067  -0.837
C  -1.185  -0.385  -1.663
O  -1.929  -0.830  -2.429
H  -2.198  1.611  0.810
H  -3.626  2.427  0.106
H  -2.558  3.333  1.151
H  -3.197  1.959  -2.124
H  1.739  3.281  -0.366
H  2.281  1.621  -0.033
H  1.522  3.226  1.921
H  -0.138  2.767  1.462
H  0.087  0.585  2.136
H  1.809  0.502  1.771
H  0.504  1.611  4.219
H  2.141  2.180  3.760
H  3.107  1.175  5.683
H  0.148  2.167  -3.660
H  1.725  2.511  -2.959
H  2.860  0.573  -2.105
H  1.753  -0.864  -2.056
H  4.475  -2.268  -3.766
H  2.892  -2.792  -3.211
H  4.711  -2.964  -1.540
H  3.405  -1.972  -0.939
H  4.874  -0.517  -0.633
Cl  -5.682  -2.405  0.745
C  -5.083  -0.756  0.629
Cl  -4.308  -0.290  2.148
Cl  -3.898  -0.694  -0.689
Cl  -6.413  0.356  0.278
Cl  -4.825  -6.488  -2.371
C  -4.179  -5.798  -0.880
Cl  -5.409  -5.882  0.391
Cl  -2.758  -6.719  -0.376
Cl  -3.731  -4.116  -1.162
Cl  -2.101  -6.776  -4.366
C  -1.568  -5.091  -4.394
Cl  -0.883  -4.671  -2.821
Cl  -0.342  -4.877  -5.646
Cl  -2.947  -4.044  -4.739
Cl  -0.302  5.204  3.615
C  0.381  5.379  5.234
Cl  -0.880  5.117  6.437
Cl  1.666  4.176  5.468
Cl  1.057  6.995  5.418



The following is a DFT calculation (ωB97M-V/def2-TZVPD) of a structure of composition C40H102As2F21N8O16.

The value obtained for the total energy is -9795.10870 Eh. As for the frontier orbital gap: 0.858 eV. For the LUMO energy, the calculation gives -5.768 eV. The total charge is +1.

Element x y z (Å)
C  0.394  3.047  2.995
C  1.319  3.961  2.145
C  2.072  3.176  1.112
O  2.697  4.054  0.168
C  3.573  3.471  -0.771
N  0.405  4.944  1.458
H  0.933  5.489  0.791
H  -0.402  4.579  0.971
H  0.104  5.613  2.152
H  0.914  2.204  3.451
H  -0.433  2.538  2.501
H  -0.032  3.608  3.827
H  2.005  4.564  2.740
H  1.443  2.432  0.623
H  2.860  2.608  1.606
H  3.034  2.858  -1.493
H  4.429  2.884  -0.437
H  3.963  4.228  -1.452
C  0.605  4.394  -2.726
C  -0.536  3.861  -3.548
C  -1.789  4.837  -3.694
O  -2.458  4.530  -4.937
C  -3.474  3.539  -4.663
N  0.057  3.503  -4.862
H  0.643  4.238  -5.233
H  0.654  2.688  -4.853
H  -0.699  3.341  -5.511
H  1.234  3.586  -2.354
H  0.336  5.017  -1.873
H  1.145  5.162  -3.280
H  -0.862  2.891  -3.173
H  -1.418  5.860  -3.644
H  -2.406  4.743  -2.801
H  -3.913  3.123  -5.570
H  -4.302  3.928  -4.071
H  -3.037  2.691  -4.136
C  5.298  -2.605  -1.625
C  5.413  -2.174  -0.102
C  4.332  -1.227  0.400
O  3.034  -1.848  0.332
C  1.958  -1.029  0.798
N  5.399  -3.540  0.655
H  6.371  -3.797  0.750
H  5.066  -3.452  1.604
H  4.859  -4.293  0.253
H  4.344  -3.051  -1.904
H  6.026  -3.259  -2.106
H  5.252  -1.689  -2.214
H  6.406  -1.766  0.087
H  4.135  -0.325  -0.179
H  4.684  -0.878  1.371
H  1.352  -0.625  -0.013
H  2.240  -0.256  1.512
H  1.172  -1.669  1.201
C  -6.036  1.846  3.178
C  -5.221  1.224  1.988
C  -5.861  1.520  0.567
O  -4.850  1.194  -0.380
C  -5.408  1.295  -1.655
N  -3.811  1.803  2.110
H  -3.258  1.390  2.847
H  -3.370  1.565  1.233
H  -3.805  2.808  2.211
H  -5.524  1.518  4.083
H  -7.028  1.396  3.153
H  -6.104  2.933  3.136
H  -5.196  0.136  1.930
H  -6.311  2.507  0.464
H  -6.683  0.804  0.557
H  -4.607  1.025  -2.344
H  -5.641  2.332  -1.898
H  -6.346  0.787  -1.877
C  -0.047  -6.195  5.825
C  0.810  -5.640  4.725
C  0.882  -4.097  4.704
O  1.656  -3.541  3.669
C  1.778  -2.092  3.931
N  2.189  -6.202  4.965
H  2.233  -7.198  4.804
H  2.754  -5.990  4.155
H  2.658  -5.941  5.821
H  -1.002  -5.695  5.986
H  0.433  -6.161  6.803
H  -0.352  -7.224  5.637
H  0.529  -6.005  3.737
H  1.276  -3.782  5.670
H  -0.155  -3.803  4.544
H  1.707  -1.888  4.999
H  0.972  -1.583  3.403
H  2.710  -1.572  3.705
C  1.185  -2.966  -2.940
C  -0.164  -2.320  -3.146
C  -1.197  -2.636  -2.059
O  -2.384  -1.917  -2.062
C  -3.490  -2.309  -1.172
N  0.006  -0.773  -3.159
H  -0.124  -0.309  -2.272
H  0.952  -0.539  -3.423
H  -0.596  -0.295  -3.814
H  1.575  -2.695  -1.959
H  1.960  -2.819  -3.692
H  0.981  -4.035  -2.876
H  -0.562  -2.590  -4.124
H  -0.661  -2.449  -1.128
H  -1.341  -3.715  -2.003
H  -4.258  -1.540  -1.254
H  -3.186  -2.466  -0.137
H  -3.890  -3.274  -1.484
C  -0.805  -8.529  -1.164
C  0.246  -7.493  -0.708
C  -0.343  -6.636  0.442
O  0.581  -5.756  1.100
C  0.823  -4.486  0.458
N  1.497  -8.230  -0.260
H  1.286  -9.212  -0.150
H  2.290  -8.224  -0.885
H  1.701  -8.080  0.718
H  -1.814  -8.127  -1.075
H  -0.810  -9.409  -0.520
H  -0.629  -8.890  -2.177
H  0.704  -6.813  -1.426
H  -0.702  -7.231  1.282
H  -1.116  -5.931  0.135
H  1.088  -4.675  -0.582
H  1.548  -3.801  0.896
H  -0.118  -3.937  0.493
N  -0.991  1.694  -0.152
O  -1.033  0.919  0.777
O  -1.416  2.874  -0.031
O  -0.442  1.441  -1.189
As  -1.350  0.763  6.136
F  -2.671  1.019  7.397
F  -1.949  -0.892  6.042
F  -0.003  0.473  4.988
F  -0.860  2.515  6.367
F  -0.149  0.307  7.439
F  -2.429  1.226  4.775
As  -3.684  5.744  2.463
F  -4.995  6.958  2.060
F  -4.629  5.440  3.982
F  -2.507  4.471  3.109
F  -2.671  6.074  1.011
F  -2.593  6.915  3.282
F  -4.614  4.530  1.473
C  3.225  0.383  -4.949
O  3.243  -1.015  -4.920
O  1.874  0.768  -5.112
C  4.025  0.766  -3.622
F  3.362  0.444  -2.524
F  5.230  0.179  -3.586
F  4.276  2.066  -3.456
C  4.227  -1.720  -5.723
C  4.290  -3.177  -5.273
H  4.790  -3.359  -4.322
H  3.267  -3.550  -5.313
H  4.786  -3.841  -5.982
H  5.204  -1.237  -5.722
H  3.966  -1.752  -6.781
H  3.821  0.716  -5.798
C  -5.861  -3.196  3.075
O  -4.521  -2.628  3.159
O  -6.627  -2.490  3.996
C  -6.185  -3.319  1.554
F  -5.262  -3.819  0.754
F  -7.373  -3.942  1.341
F  -6.405  -2.140  1.048
C  -3.434  -3.569  3.187
C  -2.184  -2.637  3.072
H  -2.200  -1.878  2.290
H  -1.972  -2.175  4.036
H  -1.312  -3.232  2.800
H  -3.450  -4.266  2.349
H  -3.463  -4.228  4.055
H  -5.825  -4.217  3.453
C  2.346  9.008  -1.234
O  2.647  9.423  -2.527
O  1.953  10.189  -0.572
C  1.460  7.603  -1.322
F  2.232  6.545  -1.547
F  0.785  7.231  -0.226
F  0.510  7.646  -2.211
C  3.641  8.709  -3.363
C  3.968  9.573  -4.583
H  4.542  10.433  -4.237
H  4.474  9.114  -5.433
H  3.061  10.087  -4.900
H  3.362  7.717  -3.720
H  4.600  8.580  -2.861
H  3.291  8.660  -0.816



The following is a DFT calculation (ωB97M-V/def2-TZVPD) of a cluster of 2 separate species, CH9N2O in total.

The value obtained for the total energy is -228.10209 Eh. As for the frontier orbital gap (spin up / spin down): 3.718 / 11.800 eV. For the LUMO energy (spin up / spin down), the calculation gives 0.744 / 0.513 eV. As for the expectation value of S²: 0.751. The energy relative to the best compared isomer or geometry (same formula, charge and spin) is 57.1 kJ/mol. The multiplicity is 2.

Element x y z (Å)
N  -2.080  0.722  0.113
H  -2.307  0.694  -0.886
H  -2.705  0.061  0.587
H  -0.380  0.168  0.737
H  -2.451  1.677  0.217
N  0.677  0.051  0.818
C  1.046  -0.641  -0.458
O  2.397  -0.491  -0.726
H  0.816  -0.543  1.654
H  1.125  0.953  1.133
H  0.681  -1.670  -0.311
H  0.508  -0.169  -1.289
H  2.671  -0.811  -1.589